{
  "formula": "C5H12O5",
  "method": "the ωB97M-V functional and the def2-TZVPD basis",
  "symbols": ["H", "O", "H", "H", "H", "C", "C", "H", "H", "H", "H", "O", "C", "O", "O", "H", "H", "H", "C", "H", "C", "O"],
  "positions_angstrom": [[0.953510, 0.032928, -2.713230], [-1.055078, -1.456471, -0.489212], [0.412977, -1.144238, 1.792157], [-1.053328, -2.223012, -1.078687], [0.982166, 2.250004, 0.046786], [0.019527, -0.647836, -0.901387], [0.501149, -0.078754, 2.019722], [0.348941, -1.890423, -3.853329], [1.516307, 0.261395, 1.801111], [-0.244712, 2.048580, 2.562839], [0.970950, -1.067641, -0.540715], [-0.496047, 2.070525, 1.626633], [-0.148957, 0.755217, -0.313627], [1.043308, 1.466574, -0.520594], [0.215599, -1.908327, -2.901127], [-0.538165, -0.227247, 3.660520], [-0.981919, 1.260529, -0.829686], [-0.826253, -0.120305, -2.817950], [-0.502002, 0.727404, 1.183593], [-1.507713, 0.297293, 1.300895], [0.092666, -0.580086, -2.428871], [0.297074, 0.173889, 3.394161]],
  "forces_ev_per_a": [[-0.057, -0.018, 0.013], [-0.281, -0.189, -0.035], [0.035, 0.039, -0.027], [-0.059, 0.025, 0.101], [0.025, -0.073, -0.082], [0.462, 0.397, -0.478], [-0.102, 0.065, -0.602], [-0.044, -0.057, 0.068], [-0.080, -0.081, -0.027], [-0.084, 0.022, -0.111], [-0.046, 0.079, -0.025], [0.106, 0.278, 0.082], [-0.586, -0.274, 0.293], [0.305, 0.170, -0.009], [0.071, -0.284, -0.085], [0.058, -0.010, 0.014], [0.042, -0.097, 0.048], [0.063, 0.013, 0.090], [0.171, -0.514, -0.092], [0.140, 0.021, -0.024], [-0.002, 0.401, 0.401], [-0.136, 0.085, 0.487]],
  "nbo_charge": [0.1864, -0.7262, 0.1832, 0.4890, 0.4908, 0.0675, -0.1031, 0.4793, 0.1918, 0.4905, 0.1667, -0.7392, 0.0779, -0.7257, -0.7391, 0.4697, 0.1651, 0.1622, 0.0506, 0.1745, -0.0861, -0.7255],
  "smiles": "OC[C@@H](O)[C@@H](O)[C@@H](O)CO",
  "e_above_lowest_kj_mol": 57.0,
  "mol_weight_g_mol": 152.15
}


{
  "formula": "C21H21N5O2",
  "method": "the ωB97M-V functional and the def2-TZVPD basis",
  "symbols": ["C", "H", "O", "H", "C", "C", "C", "H", "H", "C", "H", "H", "C", "H", "H", "H", "H", "C", "H", "C", "N", "H", "N", "H", "H", "C", "C", "C", "H", "H", "C", "H", "N", "C", "C", "H", "N", "C", "N", "C", "C", "C", "H", "C", "H", "C", "O", "C", "H"],
  "positions_angstrom": [[-1.011328, -3.041387, -0.285216], [-1.253971, -0.151758, 0.429384], [-0.268077, -3.444950, -1.157230], [3.746360, 2.050340, -1.735016], [1.399927, -2.687943, 2.281229], [2.195663, 6.197928, -2.372141], [1.553830, -0.109453, 2.238621], [1.276332, -4.051611, 0.647557], [0.659165, 5.576095, -0.390866], [2.121562, -0.036220, -0.475048], [1.913649, -2.166032, -0.418212], [-2.272502, -2.149710, -2.842196], [0.401271, -5.033037, 2.267306], [1.457436, -0.133630, 3.319117], [-3.006763, -3.126000, -0.957680], [-1.094002, -1.160256, -2.004919], [-3.998115, -0.522243, -2.036384], [1.582378, -1.339444, 1.545044], [-3.359528, 1.699355, -1.871672], [1.332483, 4.762991, -0.627983], [2.097270, 7.198238, -2.981457], [-3.103026, 1.718480, 0.601119], [0.133664, -5.973291, 2.911208], [-4.232907, 0.440270, 0.084143], [0.824843, -2.468102, 3.186411], [-2.297679, -2.327503, -0.684319], [2.152400, 2.542885, -0.387191], [0.650401, -3.788223, 1.496250], [2.399113, -0.019849, -1.516525], [1.733557, 1.967746, 2.214193], [1.857461, -1.274846, 0.173835], [-2.319275, -0.166391, 1.843378], [3.217057, 4.038895, -1.934916], [1.721560, 1.082672, 1.583261], [2.278753, 4.973340, -1.642707], [-1.276403, -2.847630, 1.738757], [-3.015028, -0.315557, -2.140126], [3.093230, 2.837986, -1.383203], [-0.667278, -3.260087, 1.061323], [1.298688, 3.559562, 0.039698], [2.034995, 1.184495, 0.229002], [-3.197593, 0.762835, 0.054411], [-1.707088, 1.177535, -1.408041], [-2.119396, -1.490337, -1.963913], [2.344975, -3.099989, 2.620815], [-2.319116, -0.269872, 0.753579], [-2.845274, -1.590488, 0.445634], [-2.756557, 0.920224, -1.371666], [0.642887, 3.353965, 0.823353]],
  "forces_ev_per_a": [[1.495, -0.697, 0.726], [-0.596, -0.234, 0.137], [0.047, -0.032, -0.325], [0.308, 0.137, 0.028], [-0.492, 0.581, 0.327], [0.304, 2.953, -2.038], [-0.058, -1.578, -0.065], [-0.453, -0.048, -0.423], [-0.103, -0.097, 0.057], [-0.265, 0.008, 0.995], [-0.040, -0.348, -0.225], [0.170, 0.306, 0.566], [-0.441, -1.606, 1.607], [-0.208, 0.140, -0.051], [-0.055, 0.263, 0.668], [0.355, 0.373, -0.180], [0.024, -0.446, -0.096], [0.208, -0.123, -0.428], [0.464, -0.096, 0.190], [0.179, 0.657, -0.338], [0.192, -2.646, 1.678], [-0.143, -0.180, -0.186], [0.720, 2.167, -1.550], [-0.199, -0.018, 0.210], [0.059, -0.101, 0.034], [-0.528, 0.565, 1.385], [0.056, -0.533, 0.068], [-0.933, 0.858, -0.247], [-0.117, -0.140, -0.224], [-0.102, 0.071, -0.222], [0.366, 1.330, 0.024], [-0.216, -0.155, -0.143], [-0.821, 0.535, -0.751], [0.466, 0.699, 0.569], [0.133, -1.721, 1.229], [-0.150, 0.095, 0.431], [0.979, -0.193, 0.006], [-0.478, 0.376, 0.397], [-0.209, 0.224, -1.678], [1.368, -0.200, -1.368], [-0.350, -0.779, -0.271], [0.881, 0.629, 0.984], [0.343, 0.103, -0.252], [-0.771, 0.665, -0.534], [0.306, 0.055, -0.029], [0.098, -0.591, -0.689], [0.453, -0.525, -0.328], [-1.086, -0.646, -0.738], [-1.160, -0.060, 1.060]],
  "nbo_charge": [0.6727, 0.1743, -0.6265, 0.2030, -0.4028, 0.2540, -0.2173, 0.2702, 0.2336, -0.1292, 0.2300, 0.2212, 0.2718, 0.2148, 0.2202, 0.2060, 0.3558, -0.0075, 0.2015, -0.1883, -0.2720, 0.2040, -0.2967, 0.2136, 0.2146, -0.0059, -0.0537, -0.1466, 0.2110, 0.2072, -0.2384, 0.1930, -0.3539, -0.1576, 0.0519, 0.4132, -0.6244, 0.0471, -0.6224, -0.1607, -0.0915, -0.4424, 0.1889, -0.2440, 0.2343, -0.0741, -0.5586, -0.2134, 0.2203],
  "smiles": "N#Cc1ccc(-c2ccc(C[C@@H](C#N)NC(=O)[C@@H]3CNCCCO3)cc2)cn1",
  "e_above_lowest_kj_mol": 159.3,
  "mol_weight_g_mol": 375.43
}


{
  "formula": "C7H8FNO2",
  "method": "the ωB97M-V functional and the def2-TZVPD basis",
  "symbols": ["C", "F", "O", "H", "H", "C", "H", "O", "H", "H", "C", "C", "H", "C", "C", "H", "H", "N", "C"],
  "positions_angstrom": [[-0.498893, 0.207867, 0.770598], [-2.314692, -1.236232, 1.324214], [-0.728940, -0.185624, -0.553409], [-0.672113, -1.211065, 3.670816], [1.082994, -1.812315, -1.709155], [0.492191, 0.692644, 4.848022], [1.850750, -0.672550, -0.529979], [0.182366, 1.214832, 1.010686], [-0.243535, 0.172529, -2.457594], [0.592425, 1.155967, -1.044158], [1.365048, -0.736239, -1.454329], [-1.064717, -0.188155, 3.141429], [-2.077109, 0.022419, 3.687782], [-1.360920, -0.374825, 1.705174], [0.257989, 0.214211, -1.477555], [0.319528, 1.692409, 2.948682], [2.113432, -0.294157, -2.116999], [0.882741, 0.803680, 5.958264], [-0.008129, 0.868494, 3.629837]],
  "forces_ev_per_a": [[-0.209, 2.429, -3.733], [0.791, 0.612, 0.507], [-0.865, -0.962, 2.577], [-1.144, 1.995, -1.488], [0.473, 1.545, 0.203], [1.391, 1.007, 3.896], [0.605, -0.372, 1.728], [-0.123, -1.669, -0.173], [0.194, 0.796, 0.411], [0.131, 0.537, -1.254], [0.837, -1.442, -1.597], [-0.308, -1.080, 3.019], [1.639, -0.337, -0.771], [0.209, -0.733, 1.141], [-0.996, 0.407, 0.129], [-0.390, -0.962, 1.054], [0.094, -0.641, -0.485], [-0.399, -0.677, -1.480], [-1.930, -0.451, -3.684]],
  "nbo_charge": [0.6162, -0.2768, -0.5024, 0.2666, 0.2159, 0.1530, 0.2090, -0.5914, 0.1966, 0.2149, -0.6295, -0.5460, 0.2688, 0.4194, -0.0964, 0.2880, 0.2181, -0.2491, -0.1750],
  "e_above_lowest_kj_mol": 151.6,
  "mol_weight_g_mol": 157.14
}


{
  "formula": "C21H20CrN3O7PS",
  "method": "the ωB97M-V functional and the def2-TZVPD basis",
  "symbols": ["N", "O", "N", "C", "H", "H", "H", "O", "C", "C", "H", "C", "H", "C", "C", "C", "O", "H", "H", "H", "H", "Cr", "C", "C", "C", "H", "H", "P", "H", "C", "H", "H", "C", "C", "C", "H", "C", "S", "C", "N", "O", "C", "O", "H", "H", "H", "O", "H", "C", "C", "H", "C", "O", "C"],
  "positions_angstrom": [[2.318862, 1.316420, 0.587389], [-0.699925, -0.125794, -2.505414], [-0.086476, 2.246773, -0.837144], [1.614644, 2.483655, 0.938917], [1.546366, 4.159583, 2.290849], [1.167710, 5.061011, 0.607473], [1.633152, -2.980502, 2.322941], [-0.072831, -2.960203, 1.101972], [0.567571, 4.436763, -0.055121], [2.899101, -3.480619, -1.186371], [4.202624, 0.336765, 0.726079], [3.522833, 1.017102, 1.259851], [2.973394, 3.003754, 3.965936], [3.733322, 1.535548, 2.515758], [0.625121, 3.026935, 0.014897], [-1.990457, -0.543315, -2.760434], [2.191662, -2.806461, -0.082450], [3.920428, -3.522717, -0.764985], [-5.849384, -0.762792, 0.092781], [-4.604341, -1.147297, -2.181723], [-1.974728, -3.296002, -1.539466], [-0.164152, 0.054334, -0.554988], [-4.127156, -0.785500, -1.268243], [-2.571431, -0.154259, 0.991856], [-3.971824, -0.278376, 1.179305], [4.581701, 1.152455, 3.124350], [-1.093399, 2.216456, -2.656980], [0.635129, -2.438965, -0.240428], [-4.342164, -0.067087, 2.220848], [2.043188, 3.193445, 2.093350], [2.437337, -4.456121, -1.410714], [-0.043316, -3.169872, 3.152784], [-1.181550, -4.045897, -1.613548], [1.902751, 0.624508, -0.517834], [-0.730551, 4.247491, -2.056886], [-1.152367, -4.393248, -2.634275], [-4.777953, -0.533005, 0.052780], [2.573387, 0.195317, -1.906347], [0.623046, -3.426420, 2.300112], [-2.067532, -0.209465, -0.295190], [-1.781077, 0.481208, 3.210666], [-1.518553, 0.229851, 2.038333], [-0.314024, 0.278564, 1.396793], [0.652262, -4.516996, 2.183505], [2.870592, -2.830482, -2.063128], [-0.507012, 6.117115, -0.851096], [-2.541207, -0.833142, -3.793597], [-1.105141, 4.706321, -2.972649], [-0.660356, 2.887993, -1.899831], [2.966912, 2.622003, 2.944832], [-1.385717, -4.862241, -0.928482], [-2.769546, -0.569075, -1.428903], [0.122432, -3.506062, -1.326199], [-0.241335, 5.070559, -0.981930]],
  "forces_ev_per_a": [[1.069, 2.256, 1.389], [-0.417, -0.387, 1.968], [0.698, 0.515, 0.174], [1.387, -0.441, 1.366], [0.329, -0.927, 0.300], [-0.292, -0.298, -0.105], [-0.632, -0.330, 0.380], [0.485, 1.536, -1.352], [-0.161, -0.409, 0.367], [0.743, 0.068, 0.331], [-0.564, 0.053, 0.517], [-0.894, -0.422, -0.293], [0.683, 0.012, -0.230], [1.058, -0.289, -0.158], [-0.410, 1.059, -0.640], [-0.999, -0.302, 0.558], [-1.843, 0.958, -0.594], [-0.533, -0.419, -0.626], [0.406, 0.529, 0.273], [-0.586, 0.294, 0.497], [0.214, 0.032, 0.140], [-0.122, -0.307, -3.530], [-0.163, 0.371, 1.435], [-1.148, 0.282, -2.054], [0.616, 0.675, 0.374], [-0.700, 0.369, -0.580], [0.228, 0.430, 0.440], [-0.851, -2.888, 1.234], [0.125, -0.520, -1.288], [-1.272, -0.371, -1.596], [0.413, 0.488, 0.277], [0.796, -0.009, -0.574], [-0.652, 0.132, 0.091], [0.559, -0.796, -1.088], [0.619, 1.689, 1.376], [0.131, -0.154, -0.190], [1.642, -1.579, -2.033], [-1.587, 0.269, 1.814], [-0.283, -0.347, 0.258], [0.222, -0.382, 1.337], [1.223, -0.746, -3.448], [-0.827, 0.257, 1.210], [0.189, 0.159, -0.634], [0.302, 0.321, 0.302], [0.074, -0.224, 0.002], [0.410, -0.037, -0.513], [1.764, 0.665, 1.496], [-0.286, -0.297, 0.366], [-0.237, -1.645, -0.304], [-0.757, -0.108, 0.523], [0.043, -0.024, 0.055], [-0.636, 0.712, 1.661], [1.119, 1.924, 0.483], [-0.694, -1.394, -1.160]],
  "nbo_charge": [-0.4288, -0.6490, -0.4829, 0.2870, 0.2778, 0.2571, 0.2012, -0.8246, -0.1856, -0.2483, 0.2673, 0.1135, 0.2868, -0.2163, 0.1347, 0.7476, -0.8146, 0.2357, 0.2824, 0.2874, 0.1771, 1.0083, -0.1501, 0.1382, -0.1801, 0.3036, 0.2525, 2.0418, 0.3002, -0.1873, 0.2380, 0.2312, -0.2392, -0.0250, -0.1860, 0.2372, -0.0541, 0.6127, -0.2472, -0.4603, -0.4551, 0.7532, -0.6687, 0.2244, 0.1856, 0.2786, -0.4315, 0.2865, 0.0694, -0.0193, 0.2267, 0.0621, -0.7998, -0.0522],
  "e_above_lowest_kj_mol": 89.1,
  "mol_weight_g_mol": 541.44,
  "charge": 3,
  "s2": 0.922,
  "spin_multiplicity": 2
}


Looking at largest force on an atom for the records above, in order, we have 0.77 3.60 4.46 3.73 eV/A.